# 1
# C9H17N2P

A cluster of 2 separate species, C9H17N2P in total at a distorted geometry (ωB97M-V with the def2-TZVPD basis set, the Open Molecules 2025 dataset).

```
29
Properties=species:S:1:pos:R:3:forces:R:3
C -1.70958 3.79923 0.61086 0.450 -3.334 -0.307
C -1.29673 2.57945 0.11868 -0.297 1.964 0.700
C -0.85401 2.79814 2.23273 0.227 -1.998 -0.366
C -2.17436 -1.78777 1.52918 -0.012 -3.242 -0.300
C 1.47493 -1.33780 -1.33367 -3.866 3.003 -1.249
C 3.03895 1.81819 -0.20345 1.828 -2.938 -0.926
C -0.98641 -1.93515 0.54332 -1.503 0.101 -0.896
C 0.13038 -0.57478 -1.44712 -1.536 -4.266 1.073
C -0.65960 -0.57540 -0.07904 0.045 1.571 -1.093
N -1.52504 3.82216 1.93365 -0.070 2.707 0.557
N -0.71306 1.91004 1.13914 0.799 0.098 2.127
P 0.22281 0.43160 1.24044 -0.344 0.116 -0.168
H -2.11277 4.57955 0.11859 -1.481 2.271 -1.645
H -1.40630 2.19034 -0.82521 0.021 -0.787 -1.967
H -0.53994 2.70943 3.22910 0.765 -1.166 0.966
H -1.89525 -1.11248 2.23068 0.801 2.376 2.359
H -3.09865 -1.33908 1.05622 0.870 -1.235 0.364
H -2.25617 -2.78263 2.19680 -0.581 2.027 -1.900
H 1.34018 -2.20659 -0.88829 -0.763 -4.180 2.086
H 1.84141 -1.50330 -2.25012 1.489 -0.658 -3.552
H 2.14518 -0.81493 -0.82058 2.760 2.197 2.282
H 3.06582 0.82202 -0.69400 -0.454 1.203 0.158
H 3.93788 1.99493 0.32244 0.631 0.593 0.607
H 2.19358 2.36700 -0.04821 -2.032 1.345 0.140
H -1.36982 -2.66381 -0.20654 0.765 0.435 0.012
H -0.03618 -2.31026 0.95572 -0.626 -0.215 0.305
H 0.18809 0.44929 -1.62232 0.465 1.585 -1.390
H -0.58011 -1.21382 -2.17462 1.533 1.886 1.167
H -1.50309 0.12264 -0.37729 0.116 -1.459 0.854
```
Positions in Å, forces in eV/Å.

For the frontier orbital gap (alpha / beta), the calculation gives 0.2896 / 0.2885 hartree. As for the spin multiplicity: 1. The HOMO energy (alpha / beta) comes out at -8.79 / -7.82 eV. The value obtained for the LUMO energy (alpha / beta) is -0.0334 / 0.0010 hartree. For the strongest force on any atom, the calculation gives 5.05 eV/Å. Its charge is 0. As for the energy above the lowest of the compared OMol25 structures with the same formula, charge and spin: 88.52 kcal per mole.

---

# 2
# C7H8O2

A cluster of 3 separate species, C7H8O2 in total at a distorted geometry (ωB97M-V with the def2-TZVPD basis set, the Open Molecules 2025 dataset).

```
17
Properties=species:S:1:pos:R:3:forces:R:3
C 0.01066 -0.43071 0.04382 -3.726 0.034 0.240
C -0.03168 0.78923 -0.56117 4.012 0.308 -0.352
C -0.05216 -0.43434 -1.45480 -0.230 -0.058 0.179
C 0.33749 -1.20913 1.24225 0.054 0.082 0.082
C -1.94702 0.35577 0.26202 0.328 -1.498 0.889
O -2.83620 -0.20437 -0.56961 0.043 0.180 -0.017
C 2.11066 0.81657 -0.34712 -0.555 0.996 -0.449
C 3.16463 1.34672 -0.03598 -0.286 -0.199 -0.131
O -2.20282 0.96334 1.25636 0.232 -0.014 -0.613
H -3.73451 -0.02024 -0.23123 0.194 0.067 -0.062
H -0.12666 1.85556 -0.45681 -0.268 -0.064 0.149
H 0.85656 -0.67450 -1.98658 0.027 0.126 0.056
H -0.97655 -0.71934 -1.93994 0.027 -0.004 0.080
H 1.38205 -1.51788 1.15174 0.033 0.076 -0.030
H 0.22173 -0.60406 2.14098 0.025 -0.027 -0.051
H -0.28204 -2.10647 1.29915 0.073 0.071 -0.026
H 4.10587 1.79384 0.18691 0.018 -0.075 0.056
```
Positions in Å, forces in eV/Å.

For the frontier orbital gap, the calculation gives 0.3059 hartree. As for the spin multiplicity: 1. The HOMO energy comes out at -8.51 eV. The value obtained for the LUMO energy is -0.0068 hartree. For the strongest force on any atom, the calculation gives 4.04 eV/Å. Its charge is 0. As for the energy above the lowest of the compared OMol25 structures with the same formula, charge and spin: 192.82 kcal per mole.

---

# 3
# C2H4N4S2

The molecule C2H4N4S2 at a distorted geometry (ωB97M-V with the def2-TZVPD basis set, the Open Molecules 2025 dataset).

```
12
Properties=species:S:1:pos:R:3:forces:R:3
C -0.13781 0.00628 -0.78355 0.313 0.060 0.061
C 0.58462 -0.26502 2.02702 0.068 -0.081 0.622
H -2.01877 -1.14037 -1.92105 -0.207 -0.146 0.103
H -2.06486 0.26590 -2.74451 0.307 -0.520 0.048
H 0.47624 -0.71286 -2.56655 1.174 -0.657 -0.668
H 0.66593 -0.66259 3.06508 -0.160 0.292 -0.778
N -1.53472 -0.60949 -2.63342 -0.168 0.609 -0.155
N -0.27163 -0.27859 -2.11394 -1.202 0.717 0.776
N -1.15076 0.04408 -0.00931 0.020 0.064 0.168
N 1.58842 -0.43812 1.26746 -0.285 0.093 -0.119
S -0.94116 0.52314 1.61436 0.413 -0.322 -0.220
S 1.55624 0.27544 -0.29370 -0.273 -0.108 0.160
```
Positions in Å, forces in eV/Å.

For the frontier orbital gap, the calculation gives 0.3310 hartree. As for the spin multiplicity: 1. The HOMO energy comes out at -8.56 eV. The value obtained for the LUMO energy is 0.0165 hartree. For the strongest force on any atom, the calculation gives 1.60 eV/Å. Its charge is 0. As for the energy above the lowest of the compared OMol25 structures with the same formula, charge and spin: 33.41 kcal per mole. The SMILES is NNC1=NSC=NS1.

---

# 4
# C4H7O3S

A cluster of 2 separate species, C4H7O3S in total at a distorted geometry (ωB97M-V with the def2-TZVPD basis set, the Open Molecules 2025 dataset).

```
15
Properties=species:S:1:pos:R:3:forces:R:3
C 1.92402 1.28567 0.52165 0.012 2.065 0.495
C -2.25879 0.06810 -0.59685 -1.999 -2.737 -0.695
C 1.42871 0.48807 -0.50611 -0.481 0.976 0.826
C -1.79953 -1.08786 0.34766 -2.199 -0.728 -2.318
O 2.82771 0.71847 1.39785 0.062 -2.388 -0.823
O 1.73889 2.48868 0.80645 -0.973 0.071 -0.805
O 1.98480 -0.78833 -0.64702 -1.029 -2.722 0.808
S -2.20929 -2.68857 0.25298 0.582 1.704 -0.032
H -3.26934 -0.12266 -1.19440 2.159 -0.022 1.381
H -1.51241 0.33618 -1.31147 0.684 0.035 -0.375
H -2.40538 0.88281 0.04133 -0.227 1.520 0.848
H 0.61724 0.82473 -1.14571 0.383 -0.189 -0.078
H -1.31083 -0.71131 1.19290 1.102 0.323 1.167
H 1.42708 -1.50526 -0.16279 1.149 1.764 -1.184
H 2.81712 -0.18873 1.00352 0.773 0.329 0.784
```
Positions in Å, forces in eV/Å.

For the frontier orbital gap (alpha / beta), the calculation gives 0.1698 / 0.1698 hartree. As for the spin multiplicity: 1. The HOMO energy (alpha / beta) comes out at -2.33 / -2.33 eV. The value obtained for the LUMO energy (alpha / beta) is 0.0841 / 0.0841 hartree. For the strongest force on any atom, the calculation gives 3.46 eV/Å. Its charge is -1. As for the energy above the lowest of the compared OMol25 structures with the same formula, charge and spin: 64.24 kcal per mole.